Density functional theory data (wB97M-V/def2-TZVPD) for a cluster of 14 separate species, C44H118N2O16 in total at a distorted geometry.

Geometry as XYZ:
```
180
Properties=species:S:1:pos:R:3:forces:R:3
C -3.21643 2.53655 3.54624 -0.1 0.1 0.2
O -3.84364 2.63661 4.81950 -0.2 -0.2 -0.1
H -2.41045 3.26663 3.50014 0.2 -0.2 -0.3
H -2.83728 1.52008 3.44991 0.2 0.1 0.1
H -3.90007 2.68550 2.70425 -0.1 0.2 0.1
H -4.07985 3.55467 4.97453 0.0 0.0 0.0
C 1.32078 -2.77759 2.83380 0.8 -0.1 0.2
O 2.51619 -2.59480 2.06964 -1.0 -0.7 -0.4
H 0.41100 -2.82236 2.23250 0.0 0.2 0.0
H 1.39728 -3.70897 3.40798 -0.2 0.1 0.1
H 1.31684 -1.93270 3.52270 -0.4 -0.1 0.1
H 2.45988 -3.27466 1.36869 0.1 -0.1 0.1
C 6.25862 -5.41181 0.47816 0.8 0.2 -0.5
O 4.99897 -6.01865 0.58753 -0.3 0.3 -0.1
C 4.28546 -5.52378 1.69833 0.2 -0.2 1.1
C 2.82117 -5.93261 1.64079 1.1 0.7 -0.7
N 2.11897 -5.11486 0.63494 -0.2 -0.6 0.3
C 0.75160 -5.60811 0.53926 -1.5 1.3 0.4
C -0.15970 -4.78505 -0.38481 1.2 -1.1 -0.3
O 0.03009 -5.28702 -1.70448 -0.3 0.7 -0.2
C -0.57130 -4.41524 -2.65904 0.2 -0.3 0.8
H 6.91975 -5.53219 1.34405 -0.4 -0.2 0.4
H 6.18120 -4.34129 0.27412 -0.1 0.0 0.1
H 6.80436 -5.86202 -0.35064 -0.3 -0.1 -0.1
H 4.35881 -4.43853 1.85012 0.0 0.1 -0.6
H 4.77298 -5.90652 2.60988 -0.3 -0.3 0.0
H 2.39552 -5.70760 2.61748 -0.2 -0.3 0.0
H 2.77459 -6.99511 1.38276 -0.2 -0.1 0.3
H 2.60038 -5.18197 -0.25685 0.0 -0.3 0.0
H 0.27148 -5.41103 1.50809 0.4 -0.3 0.2
H 0.63721 -6.67942 0.35020 0.2 0.0 -0.3
H 0.15621 -3.73708 -0.32394 -0.3 0.1 0.0
H -1.20600 -4.90728 -0.08911 0.0 0.2 0.0
H -1.64467 -4.30935 -2.46524 -0.1 -0.2 -0.2
H -0.37549 -4.84528 -3.63543 -0.1 0.2 -0.1
H -0.15069 -3.41213 -2.54446 0.1 -0.1 -0.3
C 4.82887 3.11190 -2.05405 -0.3 -0.5 0.6
O 4.60383 3.58956 -0.73371 0.0 -0.1 -0.5
C 3.26073 3.40265 -0.31587 0.5 0.0 0.7
C 2.90213 1.94618 -0.04323 0.0 0.2 -0.5
N 3.77356 1.37385 0.96631 -0.5 0.2 0.3
C 3.58893 -0.07653 1.08846 0.5 0.6 0.3
C 4.45347 -0.59190 2.22301 -0.1 -0.5 -0.7
O 5.80085 -0.36806 1.84040 0.1 0.0 0.4
C 6.69684 -0.86915 2.80546 0.5 0.8 -0.1
H 5.88604 3.22298 -2.27133 0.0 0.2 -0.1
H 4.17844 3.63061 -2.76246 0.2 0.2 -0.2
H 4.58626 2.04596 -2.11174 0.1 0.0 -0.2
H 2.56167 3.87100 -1.01403 -0.1 -0.1 -0.1
H 3.23398 3.93563 0.63695 -0.3 0.1 0.0
H 2.93705 1.36177 -0.97610 -0.1 0.1 0.0
H 1.86389 1.93495 0.30419 0.1 -0.1 0.0
H 4.73736 1.57712 0.72216 0.0 0.0 0.2
H 3.80202 -0.54482 0.11778 1.0 0.9 2.1
H 2.53778 -0.31577 1.27911 0.2 0.2 0.2
H 4.28568 -1.66254 2.38127 0.1 0.3 0.0
H 4.17432 -0.07667 3.14686 0.3 0.2 0.2
H 6.70348 -1.95856 2.88783 -0.3 -0.1 0.0
H 6.51059 -0.41240 3.78348 -0.2 -0.2 0.1
H 7.69420 -0.53447 2.51710 0.0 -0.1 -0.1
C 1.02779 3.80434 -3.75590 0.8 0.6 0.1
C 0.78944 4.57040 -5.03971 -0.8 -0.1 -0.5
C 0.89392 3.76014 -6.32604 0.5 0.0 -0.3
O -0.56370 5.09202 -4.98127 0.0 0.0 0.2
H 2.00977 3.32628 -3.78343 -0.1 -0.2 -0.1
H 0.28028 3.05708 -3.49978 -0.2 0.0 -0.2
H 1.09192 4.54224 -2.95261 -0.2 -0.2 0.2
H 1.43394 5.45547 -5.07932 0.3 -0.3 0.0
H 1.88094 3.30567 -6.45591 -0.1 -0.1 0.3
H 0.77243 4.38296 -7.21705 -0.2 0.2 0.2
H 0.12149 2.99271 -6.37503 0.1 -0.1 0.2
H -0.60114 5.85470 -5.56556 -0.2 0.0 0.0
C 2.32396 1.02360 5.31056 -0.1 0.8 0.4
C 1.67663 1.25580 3.94907 -0.3 1.1 0.4
C 0.21596 1.70245 4.09336 0.1 -0.9 -0.6
O 2.34820 2.30400 3.25206 0.3 -0.7 -0.7
H 3.29864 0.53770 5.28457 -0.2 -0.4 -0.1
H 1.62185 0.58243 6.02215 0.2 -0.6 -0.2
H 2.52614 1.99156 5.78408 0.0 0.2 -0.4
H 1.69217 0.35983 3.32005 0.0 -0.2 0.2
H -0.33037 0.95934 4.67742 -0.1 0.3 0.2
H -0.19720 1.68685 3.08123 -0.2 0.1 0.1
H 0.06631 2.71481 4.46371 0.3 0.0 0.3
H 2.80812 1.88928 2.47188 0.2 0.7 0.5
C 2.52552 -2.78079 -1.82170 0.1 0.3 1.2
C 3.56053 -1.73807 -1.39774 0.4 -1.1 -0.9
C 4.78531 -2.40639 -0.75071 -1.2 0.5 -0.3
O 4.03528 -0.99997 -2.52180 -0.6 0.3 0.1
H 2.90514 -3.50403 -2.54070 -0.1 0.3 -0.5
H 1.63569 -2.21477 -2.09545 -0.1 -0.4 -0.6
H 2.25990 -3.37459 -0.93900 -0.1 0.3 -0.1
H 3.10395 -1.04915 -0.67795 -0.7 -1.2 -1.6
H 4.48125 -2.79641 0.22275 0.1 -0.2 0.0
H 5.56186 -1.66110 -0.59395 0.2 -0.2 -0.1
H 5.05362 -3.20816 -1.43750 0.5 0.0 0.2
H 3.24067 -0.52638 -2.85552 0.5 -0.1 0.0
C 1.82843 -0.58601 -5.34194 -0.2 0.4 -0.1
C 0.91030 0.11914 -4.36476 -0.3 -0.4 1.1
C -0.32446 -0.72182 -3.99381 0.4 0.1 -0.2
O 1.68908 0.35246 -3.17911 0.1 0.0 -0.1
H 2.27541 -1.45757 -4.86565 -0.1 -0.1 -0.1
H 2.63247 0.08375 -5.64888 0.0 0.0 0.0
H 1.25904 -0.87239 -6.22726 0.1 -0.1 0.0
H 0.57631 1.08973 -4.73675 0.0 0.1 -0.3
H -0.00754 -1.69811 -3.62359 0.1 0.0 -0.2
H -0.95947 -0.84532 -4.87259 -0.1 -0.1 0.1
H -0.89069 -0.26922 -3.17839 -0.1 0.3 -0.1
H 1.11585 0.63082 -2.43939 -0.1 0.2 -0.1
C -1.95722 0.76797 0.13119 -0.1 -0.5 0.5
C -0.44980 0.72398 0.01717 0.4 0.0 -0.7
C 0.19510 -0.64296 -0.00332 -1.1 -0.6 -0.4
O -0.04830 1.33771 -1.23182 -0.4 0.2 0.7
H -2.47373 0.16357 -0.61562 0.2 0.0 -0.2
H -2.32204 1.79456 0.06956 0.1 0.0 0.0
H -2.22390 0.34805 1.10605 -0.2 0.1 0.0
H -0.05215 1.25530 0.89207 0.2 0.4 -0.3
H 0.02062 -1.16071 0.93889 0.3 0.0 0.1
H 1.24130 -0.61220 -0.29825 -0.1 0.2 0.3
H -0.30312 -1.25546 -0.76761 0.0 0.0 0.0
H -0.40100 2.24551 -1.19266 0.3 0.3 -0.1
C -1.47176 6.05880 0.32833 0.2 -1.2 1.0
C -0.39851 4.92777 0.30096 -0.9 0.2 -1.2
C -0.37580 4.13680 1.58493 0.0 0.5 0.6
O -0.77999 4.02375 -0.76229 0.0 0.1 0.0
H -2.20231 5.66543 1.04466 -0.2 0.4 0.0
H -2.02554 6.15624 -0.60176 0.4 0.3 -0.3
H -1.08988 7.00741 0.69744 0.0 0.0 -0.1
H 0.59144 5.31088 0.04588 0.1 0.2 0.2
H 0.52551 3.54545 1.73895 0.0 -0.1 -0.1
H -1.26734 3.51536 1.66900 0.0 -0.2 -0.3
H -0.46089 4.82297 2.43514 0.3 0.0 0.0
H -1.37235 4.48592 -1.39641 0.3 -0.5 0.2
C -1.82056 -1.11042 4.02125 0.5 -0.6 0.1
C -2.76346 -2.03321 3.27429 -0.3 0.5 -1.0
C -4.10011 -1.32786 3.00416 0.0 -0.7 0.8
O -2.15861 -2.36276 2.01723 0.1 0.1 0.0
H -2.29527 -0.75454 4.93593 0.0 0.3 -0.1
H -1.46478 -0.30350 3.37829 -0.6 0.2 0.0
H -0.87867 -1.58272 4.31693 -0.2 -0.4 0.1
H -2.96375 -2.97173 3.80484 0.1 0.2 0.3
H -4.73828 -1.99222 2.41719 0.0 0.1 -0.2
H -3.98091 -0.36657 2.51280 0.1 0.0 -0.1
H -4.60906 -1.17661 3.96044 0.0 0.2 -0.1
H -2.84612 -2.71075 1.42139 0.3 -0.1 0.3
C -2.97077 2.44408 -3.49635 -0.3 0.1 -0.6
C -3.48634 3.87505 -3.28847 0.4 -1.1 1.4
C -4.51828 3.87296 -2.16811 -0.3 1.0 -0.4
O -2.40754 4.69796 -2.83119 -0.1 0.2 -0.9
H -2.45069 2.02955 -2.63540 0.0 0.2 0.2
H -2.28969 2.40271 -4.35147 0.0 0.0 0.0
H -3.82521 1.79357 -3.70631 0.1 -0.1 -0.1
H -3.91505 4.24023 -4.22527 0.1 0.2 0.0
H -4.99196 4.85659 -2.07458 0.0 0.0 -0.2
H -4.05052 3.72938 -1.19372 0.1 -0.6 -0.1
H -5.31217 3.16518 -2.40255 0.1 -0.2 0.3
H -1.74899 4.69997 -3.55157 0.1 0.4 0.1
C -5.80595 1.42545 0.97919 -0.3 0.3 -0.5
C -6.80721 0.76210 1.93120 0.2 1.0 -1.0
C -6.51932 1.15846 3.36680 -0.2 -0.7 -0.1
O -8.12286 1.19492 1.59493 -0.4 0.1 0.3
H -4.78335 1.18340 1.26069 0.1 0.0 -0.2
H -5.93105 2.51228 0.92603 0.1 0.0 0.7
H -5.97981 1.17275 -0.07454 0.1 -0.6 0.1
H -6.75049 -0.32008 1.76261 0.1 0.0 0.4
H -5.45041 1.05083 3.52328 -0.1 -0.1 0.4
H -7.07450 0.49032 4.02744 0.2 0.0 0.2
H -6.80403 2.17679 3.62536 0.0 0.1 -0.4
H -8.27925 1.09611 0.65165 0.1 -0.1 0.0
C -5.94584 -3.49904 -0.64984 0.3 -0.2 0.3
C -4.44191 -3.68355 -0.83369 -0.4 0.5 0.1
C -3.78077 -2.42273 -1.35604 -0.2 -0.1 -1.1
O -3.85860 -3.96975 0.45062 -0.1 -0.2 -0.3
H -6.33025 -4.41779 -0.20141 -0.3 0.1 -0.1
H -6.48398 -3.28459 -1.57233 0.1 -0.1 -0.1
H -6.10857 -2.68000 0.05365 -0.1 0.0 0.0
H -4.28257 -4.54302 -1.49295 0.3 0.1 -0.1
H -2.69242 -2.48060 -1.34800 0.0 0.1 0.4
H -4.17426 -1.52025 -0.88724 0.3 -0.1 0.5
H -4.04068 -2.28775 -2.41297 -0.1 -0.2 0.0
H -4.07019 -4.88638 0.65872 0.1 0.1 0.2
```
Positions in Å, forces in eV/Å.

Values from the calculation:
strongest force on any atom = 2.51 eV Å⁻¹
LUMO = 0.294 eV
total charge = 0
total energy = -83278.8888 eV

Löwdin atomic charge list, values in e, 2 entries: -0.155, -0.112